# 1
Molecular formula: H43O21
Method: DFT, wB97M-V/def2-TZVPD

Results
Highest occupied orbital energy in eV: -13.3
Orbital gap in eV: 10.63
Electronic energy in hartree: -1605.4114
E_LUMO in eV: -2.7175
Charge: +1

Each line ends with the natural charge from an NBO analysis.
Cartesian coordinates (Å):
O1 -3.0611 1.2464 2.5787  -1.039
H1 -2.7231 2.1318 2.6587  0.486
H2 -2.5018 0.6819 3.2555  0.506
O2 -3.9912 0.5359 0.4677  -0.831
H3 -3.4333 -0.3113 0.2257  0.593
H4 -4.0732 0.4762 1.4339  0.552
O3 0.9877 -1.5962 4.9056  -0.938
H5 0.8895 -2.3830 4.4674  0.466
H6 1.9780 -1.6953 4.9891  0.472
O4 1.4603 0.7231 -0.7976  -1.006
H7 -1.3179 -0.0757 0.8722  0.487
H8 3.6230 -1.4992 -2.6568  0.505
O5 3.1550 2.6814 0.7629  -0.925
H9 3.3142 2.7500 -0.0691  0.454
H10 3.8237 3.1779 1.1587  0.473
O6 -1.4799 0.4335 0.0095  -0.950
H11 2.4428 0.7035 -0.6342  0.508
H12 -1.0047 1.1824 0.2277  0.468
O7 1.9328 1.8742 -3.2622  -0.981
H13 1.2078 2.2967 -2.7305  0.511
H14 2.3468 2.6609 -3.6628  0.482
O8 0.2572 -2.8632 -2.2093  -0.949
H15 -0.4820 -2.9182 -2.8024  0.471
H16 1.0240 -2.6401 -2.7377  0.469
O9 -0.9690 3.8566 -2.2554  -0.952
H17 -1.6252 4.0061 -3.0028  0.481
H18 -1.2424 4.3459 -1.5795  0.471
O10 0.2727 2.1775 1.7179  -0.977
H19 0.9026 2.9617 1.9519  0.502
H20 0.6810 1.8000 1.0236  0.490
O11 -2.7569 -1.8616 -1.0510  -0.940
H21 -3.4703 -2.2550 -1.4058  0.468
H22 -2.1299 -1.9832 -1.7387  0.487
O12 0.7314 -1.5464 -4.8119  -0.927
H23 1.4696 -2.1483 -4.6718  0.463
H24 0.9486 -0.8320 -4.3034  0.469
O13 -2.8616 -3.8231 1.8555  -0.958
H25 -3.4468 -4.0052 1.1962  0.472
H26 -3.1283 -3.0298 2.4428  0.486
O14 1.1492 -1.9875 1.7668  -0.952
H27 0.5855 -1.1876 1.4748  0.472
H28 -1.5576 -2.0759 1.5110  0.533
O15 4.2806 -1.9845 2.1317  -0.954
H29 4.9992 -1.4702 2.4149  0.478
H30 1.8142 -2.1587 1.1092  0.482
O16 -1.4749 4.1838 0.9099  -0.966
H31 1.2868 0.2065 -1.5677  0.482
O17 3.8873 0.8622 -1.7947  -0.959
H32 4.2321 1.6585 -1.9600  0.461
H33 3.3041 0.7361 -2.5897  0.504
O18 -2.2465 -1.3368 1.7514  -0.980
H34 -1.8010 -1.1931 2.5899  0.480
H35 -3.1674 1.2994 0.5206  0.582
O19 2.7356 -1.6913 -3.0023  -0.970
H36 3.5022 -1.4765 1.8709  0.474
H37 2.8098 -2.5979 -3.2215  0.472
O20 -2.0825 -1.7162 -3.8219  -1.000
H38 -1.2506 -1.4410 -3.4003  0.487
H39 -2.1413 -1.7627 -4.7998  0.516
O21 -1.7437 0.3203 4.4923  -0.905
H40 -0.8995 0.6995 4.5096  0.494
H41 -2.0906 1.1118 5.1450  0.501
H42 -1.3132 3.2102 1.2009  0.480
H43 -0.5682 4.5547 0.9405  0.470

---

# 2
Molecular formula: C17H28BF4N3O20
Method: DFT, wB97M-V/def2-TZVPD

Results
Highest occupied orbital energy in eV: -1.2
Orbital gap in eV: 4.05
Electronic energy in hartree: -2757.5647
E_LUMO in eV: 2.8259
Charge: -2

Each line ends with the Löwdin charge.
Cartesian coordinates (Å):
B1 4.4979 -3.5613 -3.3773  -0.482
H1 3.9048 -2.6610 -3.4217  -0.124
H2 4.9275 -3.7807 -4.3425  -0.135
H3 5.2002 -3.5751 -2.5582  -0.118
H4 3.7394 -4.2920 -3.1427  -0.123
C1 0.6001 0.0267 -0.3576  -0.063
C2 1.7960 -0.9252 -0.5011  -0.778
O1 2.0619 -1.5112 -1.5652  -0.035
O2 2.4476 -1.2611 0.5360  -0.095
H5 -0.3573 -0.4359 -0.5972  0.041
H6 0.5341 0.8258 -1.0959  0.044
H7 0.4451 0.4208 0.6467  0.037
C3 0.1799 -0.5318 -4.4525  0.024
C4 -1.3139 -1.0157 -4.4803  -0.278
O3 -2.0631 0.1231 -4.9346  0.118
C5 -1.2304 1.1239 -5.2200  -0.550
O4 -1.6444 2.1537 -5.8004  0.083
O5 0.0468 0.8115 -4.9999  0.077
F1 -1.6632 -1.3122 -3.2326  0.066
H8 0.8769 -1.1319 -5.0375  0.148
H9 0.5437 -0.4649 -3.4271  0.118
H10 -1.4459 -1.9115 -5.0870  0.165
C6 -2.2520 -4.3685 -1.5703  -0.147
C7 -1.9550 -3.3365 -0.5529  -0.357
O6 -0.6096 -3.1792 -0.7768  0.171
C8 -0.1507 -4.2539 -1.3500  -0.568
O7 1.0592 -4.5133 -1.4919  0.168
O8 -1.1095 -5.0345 -1.7022  0.135
F2 -2.0867 -3.8424 0.6787  0.093
H11 -2.4516 -3.8282 -2.4957  0.138
H12 -3.0789 -4.9896 -1.2262  0.149
H13 -2.5856 -2.4657 -0.7320  0.163
C9 -2.6008 0.7984 4.2442  -0.075
C10 -1.4666 -0.0361 3.7991  -0.345
O9 -0.4544 0.0486 4.7346  0.132
C11 -1.0761 0.5108 5.8814  -0.490
O10 -0.5285 0.6603 6.9569  0.159
O11 -2.3337 0.8847 5.6181  0.087
F3 -1.0754 0.2896 2.5186  0.058
H14 -3.5325 0.2608 4.0678  0.144
H15 -2.5983 1.7725 3.7550  0.144
H16 -1.8091 -1.0709 3.8023  0.175
C12 -3.1274 1.2662 -1.9238  -0.112
C13 -3.0214 2.2132 -0.7331  -0.367
O12 -3.6662 3.3835 -1.1352  0.141
C14 -4.3333 3.1098 -2.3005  -0.422
O13 -5.1379 3.9356 -2.7607  0.118
O14 -3.7749 1.9707 -2.8785  0.074
F4 -1.7604 2.4711 -0.5237  0.106
H17 -3.7233 0.3915 -1.6632  0.143
H18 -2.1055 1.1188 -2.2732  0.138
H19 -3.4097 1.7864 0.1917  0.163
C15 0.3724 3.4309 2.5564  0.057
N1 1.6854 3.2345 3.2223  -0.449
O15 2.6256 3.5553 2.5387  0.079
O16 1.6519 2.7276 4.3076  0.071
H20 -0.1317 4.1373 3.2159  0.100
H21 -0.1368 2.4672 2.5556  0.080
H22 0.6000 3.8763 1.5879  0.084
C16 2.4703 -0.6173 3.8803  0.048
N2 2.9503 -1.1949 5.2099  -0.445
O17 3.7146 -0.4686 5.8130  0.039
O18 2.7116 -2.3525 5.4319  0.060
H23 3.3485 -0.6099 3.2347  0.105
H24 2.0472 0.3553 4.1316  0.054
H25 1.6523 -1.1774 3.4274  0.084
C17 2.9860 2.2406 -0.2301  0.020
N3 2.3398 3.4891 -0.5924  -0.422
O19 3.1490 4.4402 -0.7503  0.024
O20 1.1448 3.4620 -0.8316  0.043
H26 3.9618 2.5403 0.1524  0.102
H27 3.0884 1.6538 -1.1430  0.127
H28 2.4412 1.7423 0.5717  0.081

---

# 3
Molecular formula: C2H5NO3
Method: DFT, wB97M-V/def2-TZVPD

Results
Highest occupied orbital energy in eV: -9.9
Orbital gap in eV: 10.34
Electronic energy in hartree: -359.6769
E_LUMO in eV: 0.3902
SMILES string: NC=O.O=CO

Each line ends with the natural charge from an NBO analysis.
Cartesian coordinates (Å):
N1 0.7520 0.0144 -1.0811  -0.845
C1 1.1812 0.8299 -2.0703  0.525
O1 1.2632 0.5685 -3.2456  -0.591
H1 0.7584 -0.9917 -1.0089  0.399
H2 0.6843 0.3751 -0.1432  0.404
H3 1.5105 1.8148 -1.6986  0.104
O2 -0.1745 -1.0126 2.7940  -0.509
C2 -1.1507 -0.5845 2.2739  0.643
O3 -1.0961 0.0772 1.0694  -0.740
H4 -2.1573 -0.6493 2.7051  0.110
H5 -1.5710 -0.4417 0.4053  0.500

---

# 4
Molecular formula: C3H7O3
Method: DFT, wB97M-V/def2-TZVPD

Results
Highest occupied orbital energy (alpha / beta) in eV: -10.4 / -10.4
Orbital gap (alpha / beta) in eV: 11.07 / 6.90
Electronic energy in hartree: -344.1371
E_LUMO (alpha / beta) in eV: 0.6485 / -3.5248
2S+1: 2

Each line ends with the natural charge from an NBO analysis.
Cartesian coordinates (Å):
C1 -1.8682 -0.1488 -2.0824  -0.251
O1 -1.5353 -1.3399 -1.3862  -0.723
H1 -0.8402 -1.1206 -0.7505  0.471
H2 -2.0645 0.6668 -1.3897  0.160
H3 -2.7527 -0.3456 -2.6891  0.188
H4 -1.0618 0.1274 -2.7711  0.155
C2 1.2141 1.3030 0.0386  -0.695
C3 1.0395 0.3408 1.2217  0.719
O2 0.1387 -0.5330 0.8754  -0.214
O3 1.6684 0.4214 2.2382  -0.553
H5 1.0363 2.3125 0.4001  0.258
H6 0.5806 1.0342 -0.8109  0.230
H7 2.2208 1.0952 -0.3310  0.256

---

# 5
Molecular formula: C39H60O30
Method: DFT, wB97M-V/def2-TZVPD

Results
Highest occupied orbital energy in eV: -10.6
Orbital gap in eV: 10.28
Electronic energy in hartree: -3779.3190
E_LUMO in eV: -0.2813
SMILES string: C[C@H]1COC(=O)O1.C[C@H]1COC(=O)O1.C[C@H]1COC(=O)O1.C[C@H]1COC(=O)O1.C[C@H]1COC(=O)O1.C[C@H]1COC(=O)O1.C[C@H]1COC(=O)O1.C[C@H]1COC(=O)O1.C[C@H]1COC(=O)O1.COC(=O)OC

Each line ends with the Löwdin charge.
Cartesian coordinates (Å):
C1 -2.1674 4.4315 -1.7346  -0.007
C2 -1.5814 4.4760 -0.3276  -0.300
C3 -0.7649 5.8017 -0.0438  -0.094
O1 -1.2553 6.2915 1.1417  0.081
C4 -2.3139 5.5503 1.5382  -0.560
O2 -3.0283 5.7716 2.4714  0.165
O3 -2.5832 4.6173 0.6283  0.067
H1 -3.1741 4.0199 -1.6629  0.084
H2 -1.6349 3.8012 -2.4469  0.060
H3 -2.2420 5.4164 -2.1955  0.084
H4 -0.9532 3.5975 -0.1807  0.127
H5 -0.9873 6.5503 -0.8043  0.131
H6 0.2926 5.6180 0.1461  0.132
C5 -0.7114 2.6687 -5.3762  -0.035
C6 0.2928 1.6929 -4.8968  -0.302
C7 -0.1353 0.9638 -3.5930  -0.088
O4 0.1656 -0.3753 -3.8906  0.061
C8 0.4683 -0.5608 -5.1654  -0.533
O5 0.6937 -1.6684 -5.6578  0.125
O6 0.4018 0.6053 -5.8614  0.095
H7 -0.9765 3.4428 -4.6560  0.073
H8 -1.7126 2.2457 -5.4583  0.090
H9 -0.3167 3.0533 -6.3166  0.099
H10 1.2446 2.2138 -4.7929  0.137
H11 -1.2101 1.0186 -3.4202  0.123
H12 0.4103 1.3281 -2.7225  0.120
C9 3.6267 4.0457 -0.1258  0.011
C10 3.6202 4.0037 -1.7159  -0.228
C11 5.0049 3.7569 -2.3537  -0.079
O7 4.8335 2.6271 -3.1824  0.076
C12 3.6280 2.0967 -3.0424  -0.553
O8 3.2573 1.1836 -3.7664  0.131
O9 2.9236 2.7969 -2.1239  0.041
H13 2.6047 3.9024 0.2251  0.055
H14 3.9811 5.0250 0.1959  0.084
H15 4.2619 3.2769 0.3141  0.069
H16 3.0104 4.7712 -2.1925  0.147
H17 5.7999 3.4481 -1.6750  0.137
H18 5.3992 4.5768 -2.9542  0.135
C13 -1.3207 -1.9148 1.3129  -0.003
C14 0.0758 -1.3865 1.0706  -0.292
C15 0.4491 -1.2620 -0.4491  -0.049
O10 0.8838 0.0837 -0.5043  0.038
C16 0.6437 0.7684 0.6483  -0.491
O11 0.8669 1.9898 0.7972  0.078
O12 0.0794 -0.0504 1.5337  0.071
H19 -1.5295 -2.8875 0.8674  0.103
H20 -2.1101 -1.2904 0.8944  0.068
H21 -1.5219 -1.9924 2.3814  0.066
H22 0.8319 -2.0216 1.5321  0.140
H23 -0.4852 -1.3581 -1.0023  0.124
H24 1.2228 -2.0105 -0.6200  0.145
C17 -3.4516 1.2174 0.4407  0.009
C18 -4.7100 0.3740 0.7148  -0.295
C19 -5.5592 0.0519 -0.4418  -0.090
O13 -5.7763 -1.3577 -0.4096  0.101
C20 -5.0475 -1.9028 0.5347  -0.545
O14 -5.0828 -3.0680 0.9423  0.126
O15 -4.4004 -0.9392 1.2157  0.035
H25 -2.7065 1.1414 1.2327  0.062
H26 -3.6446 2.2624 0.1980  0.081
H27 -2.8705 0.8889 -0.4210  0.084
H28 -5.3298 0.8814 1.4541  0.159
H29 -5.0606 0.2982 -1.3792  0.136
H30 -6.5002 0.5771 -0.2777  0.145
C21 1.1079 -1.4409 4.6984  0.004
C22 2.0372 -0.4003 4.1168  -0.314
C23 1.5850 0.9831 4.4341  -0.079
O16 2.7659 1.6448 4.8585  0.137
C24 3.6001 0.7779 5.2543  -0.603
O17 4.6724 0.9729 5.8420  0.108
O18 3.2077 -0.4743 4.9321  0.073
H31 1.6251 -2.4000 4.6721  0.090
H32 0.3149 -1.6277 3.9742  0.073
H33 0.8498 -1.3455 5.7531  0.108
H34 2.3496 -0.4993 3.0773  0.144
H35 0.8116 0.8912 5.1968  0.140
H36 1.1369 1.5659 3.6293  0.115
C25 -0.9862 -7.5209 -0.3155  0.004
C26 -0.1394 -7.3884 0.9726  -0.352
C27 1.3107 -7.1108 0.8975  -0.116
O19 1.4444 -5.9039 1.5658  0.087
C28 0.2753 -5.5660 2.1159  -0.525
O20 0.1040 -4.4946 2.6748  0.117
O21 -0.7043 -6.4409 1.8281  0.124
H37 -0.5549 -8.2775 -0.9709  0.087
H38 -0.8754 -6.5924 -0.8756  0.078
H39 -2.0279 -7.7348 -0.0763  0.090
H40 -0.2096 -8.3814 1.4168  0.146
H41 1.6415 -6.9019 -0.1198  0.146
H42 1.9233 -7.8612 1.3972  0.142
C29 4.4184 -0.1935 0.1758  0.014
C30 5.0871 0.4134 1.4457  -0.271
C31 5.9987 -0.5022 2.2629  -0.088
O22 7.2546 0.1262 2.1713  0.070
C32 7.2990 1.1913 1.3467  -0.503
O23 8.2631 1.8312 0.9120  0.118
O24 6.0235 1.4019 0.9745  0.045
H43 3.7716 -1.0200 0.4702  0.078
H44 5.2081 -0.6901 -0.3881  0.095
H45 3.9240 0.5413 -0.4595  0.073
H46 4.3867 0.8575 2.1531  0.139
H47 6.2249 -1.4613 1.7971  0.136
H48 5.5997 -0.7254 3.2524  0.132
C33 -3.8713 -3.5481 -5.7495  -0.006
C34 -2.7770 -2.7372 -5.0987  -0.315
C35 -3.2595 -2.0033 -3.9076  -0.120
O25 -2.4532 -2.5226 -2.8485  0.052
C36 -1.5617 -3.4398 -3.3404  -0.510
O26 -0.7583 -4.0988 -2.6489  0.089
O27 -1.6964 -3.5977 -4.6507  0.109
H49 -4.6328 -2.9781 -6.2818  0.092
H50 -4.3715 -4.1222 -4.9696  0.097
H51 -3.4384 -4.2212 -6.4896  0.091
H52 -2.2471 -1.9704 -5.6637  0.150
H53 -4.3179 -2.0097 -3.6468  0.137
H54 -3.0319 -0.9640 -4.1445  0.121
C37 -1.4395 2.6531 3.1904  -0.085
O28 -1.7666 1.4396 3.7120  -0.056
C38 -2.2378 1.3287 5.0095  -0.513
O29 -2.1411 2.0775 5.9319  0.167
O30 -2.9011 0.1184 5.1718  -0.023
C39 -3.3947 -0.7561 4.1114  -0.015
H55 -2.1722 3.3940 3.5103  0.108
H56 -1.3755 2.5615 2.1061  0.069
H57 -0.4517 2.9392 3.5518  0.097
H58 -2.7267 -1.6127 4.0210  0.082
H59 -3.4027 -0.2988 3.1221  0.056
H60 -4.4172 -1.0503 4.3483  0.101

---

# 6
Molecular formula: C28H34AuN3P3S
Method: DFT, wB97M-V/def2-TZVPD

Results
Highest occupied orbital energy in eV: -17.1
Orbital gap in eV: 7.25
Electronic energy in hartree: -2808.7894
E_LUMO in eV: -9.8500
Charge: +3

Each line ends with the natural charge from an NBO analysis.
Cartesian coordinates (Å):
Au1 0.1992 -0.6283 -0.6963  0.663
N1 -0.5323 1.2969 1.3442  -1.275
P1 -0.2873 -0.3637 1.5714  1.402
C1 0.8763 -0.6456 2.8656  -0.526
C2 2.1326 -0.0273 2.7919  -0.190
C3 3.0239 -0.1650 3.8366  -0.184
C4 2.6720 -0.9217 4.9536  -0.119
C5 1.4256 -1.5272 5.0329  -0.205
C6 0.5167 -1.3894 3.9946  -0.100
C7 -1.8478 -1.1551 1.8491  -0.421
C8 -3.0195 -0.3928 1.8289  -0.199
C9 -4.2427 -1.0184 2.0162  -0.176
C10 -4.3026 -2.3916 2.2046  -0.130
C11 -3.1390 -3.1546 2.2097  -0.189
C12 -1.9120 -2.5439 2.0318  -0.206
P2 -0.6586 1.5192 -0.3428  1.337
C13 -2.2819 2.0043 -0.8425  -0.519
C14 -3.1110 1.1356 -1.5499  -0.167
C15 -4.3871 1.5502 -1.8994  -0.185
C16 -4.8272 2.8144 -1.5320  -0.133
C17 -4.0004 3.6789 -0.8189  -0.201
C18 -2.7198 3.2834 -0.4767  -0.118
C19 0.5432 2.7032 -0.8984  -0.507
C20 1.6490 3.0471 -0.1170  -0.192
C21 2.5717 3.9590 -0.6054  -0.180
C22 2.3993 4.5115 -1.8689  -0.143
C23 1.3011 4.1637 -2.6507  -0.215
C24 0.3662 3.2618 -2.1709  -0.135
H1 -0.6778 1.9862 2.0743  0.457
H2 2.4058 0.5662 1.9235  0.217
H3 3.9900 0.3190 3.7919  0.249
H4 3.3735 -1.0272 5.7705  0.256
H5 1.1495 -2.0947 5.9110  0.256
H6 -0.4668 -1.8303 4.0813  0.232
H7 -2.9838 0.6787 1.6874  0.230
H8 -5.1489 -0.4283 2.0214  0.249
H9 -5.2597 -2.8737 2.3522  0.254
H10 -3.1916 -4.2241 2.3626  0.250
H11 -1.0122 -3.1411 2.0568  0.217
H12 -2.7695 0.1446 -1.8252  0.218
H13 -5.0372 0.8884 -2.4549  0.247
H14 -5.8240 3.1340 -1.8058  0.253
H15 -4.3518 4.6630 -0.5405  0.253
H16 -2.0695 3.9684 0.0567  0.221
H17 1.7708 2.6335 0.8779  0.225
H18 3.4161 4.2517 0.0036  0.250
H19 3.1166 5.2311 -2.2408  0.254
H20 1.1608 4.6198 -3.6217  0.252
H21 -0.5083 3.0162 -2.7628  0.233
C25 3.3370 -2.0515 0.0314  -0.961
P3 1.7083 -2.5301 -0.5825  0.996
C26 1.1440 -3.8548 0.5060  -0.963
C27 2.0201 -3.3240 -2.1726  -0.955
H22 3.9822 -2.9313 -0.0116  0.276
H23 3.2784 -1.7083 1.0644  0.267
H24 3.7680 -1.2653 -0.5881  0.261
H25 1.8732 -4.6664 0.4726  0.278
H26 0.1741 -4.2322 0.1829  0.270
H27 1.0790 -3.4937 1.5328  0.254
H28 2.7384 -4.1309 -2.0155  0.275
H29 2.4482 -2.6105 -2.8741  0.250
H30 1.1009 -3.7399 -2.5805  0.273
N2 1.2656 -1.0036 -5.2581  -0.728
C28 1.2055 -0.4317 -4.0708  0.364
N3 2.1571 0.4055 -3.6753  -0.754
S1 -0.1844 -0.7800 -3.0972  -0.202
H31 1.9193 -0.7006 -5.9677  0.434
H32 0.5565 -1.6642 -5.5395  0.445
H33 2.9286 0.6517 -4.2801  0.430
H34 2.0104 0.9755 -2.8574  0.429